(1)
This record from the OMol25 dataset describes C3H8N2O in the gas phase. The level of theory is ωB97M-V/def2-TZVPD.

The geometry in ORCA input format:
```
! wB97M-V def2-TZVPD RIJCOSX def2/J DEFGRID3
* xyz 0 1
C 0.640 1.109 1.945
C 0.061 0.849 0.577
O -0.904 1.448 0.099
N 0.604 -0.153 -0.199
C -0.115 -0.710 -1.423
N -0.359 -2.128 -1.104
H 0.654 0.248 2.595
H 1.671 1.615 1.959
H -0.080 1.837 2.381
H 1.074 -0.911 0.394
H -0.931 0.034 -1.403
H 0.470 -0.667 -2.355
H 0.152 -2.896 -1.446
H -1.007 -2.363 -0.391
*
```

As for the energy relative to the best compared isomer or geometry (same formula, charge and spin): 1.2605 eV. The value obtained for the HOMO-LUMO gap is 0.363 hartree. Its calculated total energy is -8268.0656 eV. The SMILES is CC(=O)NCN.

***

(2)
This record from the OMol25 dataset describes CH3Cl2PS in the gas phase. The level of theory is ωB97M-V/def2-TZVPD.

The geometry in ORCA input format:
```
! wB97M-V def2-TZVPD RIJCOSX def2/J DEFGRID3
* xyz 0 1
C 0.991 0.095 0.084
P -0.819 -0.138 0.045
S -1.939 2.207 -0.021
Cl -1.218 -1.270 -1.601
Cl -1.168 -1.408 1.576
H 1.575 0.407 1.087
H 1.419 -0.725 -0.462
H 1.158 0.831 -0.706
*
```

As for the energy relative to the best compared isomer or geometry (same formula, charge and spin): 2.5692 eV. The value obtained for the HOMO-LUMO gap is 0.266 hartree. Its calculated total energy is -46253.7544 eV. The SMILES is CP(=S)(Cl)Cl.

***

(3)
This record from the OMol25 dataset describes a molecular structure, H16Li9O36S7. The level of theory is ωB97M-V/def2-TZVPD.

The geometry in ORCA input format:
```
! wB97M-V def2-TZVPD RIJCOSX def2/J DEFGRID3
* xyz -5 1
Li -2.241 -3.305 1.556
Li -1.831 0.007 2.205
Li -2.835 -1.323 -1.238
Li 0.036 -0.115 -0.332
Li 0.088 3.427 -1.787
Li 2.159 -1.413 -0.470
Li 1.400 -1.323 -4.468
Li -2.840 1.525 -2.742
Li -0.507 -4.505 -0.153
S -0.172 -2.491 -2.219
O -0.212 -2.166 -3.602
O 1.218 -2.569 -1.832
O -0.844 -1.427 -1.506
O -0.811 -3.752 -1.885
S 2.217 1.109 -2.471
O 1.658 0.392 -1.331
O 1.397 2.312 -2.635
O 3.603 1.496 -2.253
O 2.084 0.331 -3.723
S -3.361 -5.502 -0.002
O -3.814 -5.489 -1.394
O -4.464 -5.185 0.927
O -2.745 -6.773 0.351
O -2.400 -4.433 0.166
S -4.382 -1.100 1.355
O -3.330 -1.802 0.697
O -5.243 -0.394 0.430
O -5.205 -1.991 2.174
O -3.824 -0.080 2.201
S -2.106 1.671 -0.187
O -3.056 2.320 0.663
O -1.384 2.514 -1.109
O -1.182 0.934 0.619
O -2.960 0.738 -0.918
S 2.283 5.390 -1.415
O 2.124 5.207 -2.840
O 3.493 4.713 -0.978
O 2.272 6.772 -1.143
O 1.194 4.672 -0.770
S 0.105 -2.302 1.878
O -0.251 -3.705 1.554
O -1.097 -1.713 2.456
O 1.062 -2.280 2.974
O 0.591 -1.540 0.727
O 3.786 1.299 0.430
H 2.924 1.694 0.562
H 3.862 1.198 -0.518
O 3.404 1.914 3.281
H 3.187 2.827 3.468
H 3.648 1.909 2.355
O -2.198 1.278 3.725
H -2.095 1.192 4.672
H -3.097 0.998 3.555
O -0.989 0.601 -3.289
H -0.415 1.012 -2.643
H -0.705 -0.313 -3.315
O -0.963 3.569 2.165
H -1.676 3.320 1.577
H -1.064 2.993 2.922
O 3.190 -1.511 1.401
H 2.616 -1.729 2.135
H 3.831 -0.903 1.769
O 1.576 2.523 0.813
H 1.610 3.314 0.275
H 0.679 2.499 1.147
O 3.984 -2.065 -1.206
H 4.813 -1.589 -1.158
H 4.203 -2.885 -1.650
*
```

The value obtained for the HOMO-LUMO gap is 0.101 hartree. Its calculated total energy is -151678.0495 eV.

***

(4)
This record from the OMol25 dataset describes a molecular structure, CBr2O2. The level of theory is ωB97M-V/def2-TZVPD.

The geometry in ORCA input format:
```
! wB97M-V def2-TZVPD RIJCOSX def2/J DEFGRID3
* xyz 0 1
C -0.016 0.237 -1.254
O -0.070 -0.929 -1.807
O 1.073 -0.043 -1.847
Br -0.479 0.161 3.670
Br -0.508 0.574 1.238
*
```

As for the energy relative to the best compared isomer or geometry (same formula, charge and spin): 4.4642 eV. The value obtained for the HOMO-LUMO gap is 0.302 hartree. Its calculated total energy is -145210.9050 eV.

***

Number 1 is which compound?
C3H8N2O

***

Repeat the third record exactly.
This record from the OMol25 dataset describes a molecular structure, H16Li9O36S7. The level of theory is ωB97M-V/def2-TZVPD.

The geometry in ORCA input format:
```
! wB97M-V def2-TZVPD RIJCOSX def2/J DEFGRID3
* xyz -5 1
Li -2.241 -3.305 1.556
Li -1.831 0.007 2.205
Li -2.835 -1.323 -1.238
Li 0.036 -0.115 -0.332
Li 0.088 3.427 -1.787
Li 2.159 -1.413 -0.470
Li 1.400 -1.323 -4.468
Li -2.840 1.525 -2.742
Li -0.507 -4.505 -0.153
S -0.172 -2.491 -2.219
O -0.212 -2.166 -3.602
O 1.218 -2.569 -1.832
O -0.844 -1.427 -1.506
O -0.811 -3.752 -1.885
S 2.217 1.109 -2.471
O 1.658 0.392 -1.331
O 1.397 2.312 -2.635
O 3.603 1.496 -2.253
O 2.084 0.331 -3.723
S -3.361 -5.502 -0.002
O -3.814 -5.489 -1.394
O -4.464 -5.185 0.927
O -2.745 -6.773 0.351
O -2.400 -4.433 0.166
S -4.382 -1.100 1.355
O -3.330 -1.802 0.697
O -5.243 -0.394 0.430
O -5.205 -1.991 2.174
O -3.824 -0.080 2.201
S -2.106 1.671 -0.187
O -3.056 2.320 0.663
O -1.384 2.514 -1.109
O -1.182 0.934 0.619
O -2.960 0.738 -0.918
S 2.283 5.390 -1.415
O 2.124 5.207 -2.840
O 3.493 4.713 -0.978
O 2.272 6.772 -1.143
O 1.194 4.672 -0.770
S 0.105 -2.302 1.878
O -0.251 -3.705 1.554
O -1.097 -1.713 2.456
O 1.062 -2.280 2.974
O 0.591 -1.540 0.727
O 3.786 1.299 0.430
H 2.924 1.694 0.562
H 3.862 1.198 -0.518
O 3.404 1.914 3.281
H 3.187 2.827 3.468
H 3.648 1.909 2.355
O -2.198 1.278 3.725
H -2.095 1.192 4.672
H -3.097 0.998 3.555
O -0.989 0.601 -3.289
H -0.415 1.012 -2.643
H -0.705 -0.313 -3.315
O -0.963 3.569 2.165
H -1.676 3.320 1.577
H -1.064 2.993 2.922
O 3.190 -1.511 1.401
H 2.616 -1.729 2.135
H 3.831 -0.903 1.769
O 1.576 2.523 0.813
H 1.610 3.314 0.275
H 0.679 2.499 1.147
O 3.984 -2.065 -1.206
H 4.813 -1.589 -1.158
H 4.203 -2.885 -1.650
*
```

The value obtained for the HOMO-LUMO gap is 0.101 hartree. Its calculated total energy is -151678.0495 eV.